No. 1
Density functional theory data (ωB97M-V with the def2-TZVPD basis set) for a structure of composition C48H65As2BI2N7S2Ti.

The calculation puts the total energy at -244582.5854 eV. As for the relative energy (zero: lowest compared OMol25 entry of this formula, charge and spin): 3.2 kcal/mol. As for the maximum force: 1.17 eV Å⁻¹.

The geometry in ORCA input format:
```
! wB97M-V def2-TZVPD RIJCOSX def2/J DEFGRID3
* xyz 3 1
Ti -0.25 0.38 -0.63
I 0.06 -4.15 -3.03
C 1.73 -2.85 -2.96
I 1.95 -1.68 -1.15
H 1.71 -2.20 -3.82
H 2.62 -3.47 -2.99
C 3.63 3.50 -1.10
N 2.44 4.00 -0.43
C 2.16 5.32 -0.18
C 1.09 5.35 0.64
N 0.70 4.06 0.90
B -0.18 3.67 2.13
N -1.69 3.40 1.76
C -2.67 3.67 2.67
C -3.86 3.25 2.17
N -3.60 2.72 0.93
C -4.58 2.17 0.01
C -2.27 2.82 0.71
S -1.54 2.36 -0.80
C 1.54 3.25 0.23
S 1.62 1.51 0.30
H 3.99 4.26 -1.79
H 3.39 2.59 -1.64
H 4.40 3.28 -0.36
H 2.76 6.11 -0.60
H 0.57 6.19 1.08
H 0.27 2.67 2.63
H -0.20 4.60 2.87
H -2.45 4.16 3.61
H -4.86 3.30 2.56
H -5.51 2.03 0.55
H -4.22 1.22 -0.37
H -4.75 2.86 -0.82
N -1.68 -0.88 -1.57
C -2.58 -1.50 -1.97
N -3.57 -2.21 -2.39
C -4.60 -2.69 -1.44
C -5.90 -2.96 -2.19
C -6.13 -1.86 -3.22
C -5.07 -1.94 -4.34
C -3.76 -2.54 -3.82
H -4.74 -1.91 -0.69
H -4.23 -3.59 -0.94
H -6.71 -3.00 -1.47
H -5.87 -3.93 -2.67
H -6.07 -0.88 -2.73
H -7.13 -1.94 -3.65
H -4.90 -0.96 -4.77
H -5.43 -2.58 -5.15
H -2.89 -2.17 -4.37
H -3.75 -3.62 -3.90
C 0.82 -3.64 1.99
N -0.35 -4.21 1.27
C -1.14 -5.08 2.18
C -1.16 -3.16 0.51
C -1.52 -1.94 1.31
C -2.45 -2.06 2.34
C -2.71 -1.02 3.22
C -2.00 0.16 3.09
C -1.11 0.32 2.02
C -0.90 -0.68 1.07
H 1.34 -4.44 2.52
H 0.47 -2.90 2.70
H 1.50 -3.18 1.28
H 0.01 -4.82 0.53
H -1.40 -4.52 3.07
H -0.52 -5.93 2.46
H -2.04 -5.43 1.68
H -2.03 -3.69 0.12
H -0.54 -2.87 -0.33
H -3.00 -2.99 2.46
H -3.43 -1.14 4.01
H -2.11 0.96 3.81
H -0.55 1.24 1.98
C 4.92 -4.71 3.73
C 5.05 -4.38 2.39
C 4.49 -3.21 1.91
C 3.83 -2.34 2.77
C 3.71 -2.66 4.12
C 4.26 -3.85 4.59
As 2.98 -0.78 1.97
C 4.44 0.47 1.74
C 5.44 0.42 0.79
C 6.36 1.47 0.71
C 6.24 2.56 1.56
C 5.22 2.62 2.50
C 4.31 1.57 2.60
C 3.20 1.47 3.57
C 2.88 2.42 4.54
C 1.82 2.19 5.40
C 1.07 1.02 5.31
C 1.37 0.08 4.34
C 2.43 0.31 3.47
H 5.35 -5.63 4.11
H 5.58 -5.05 1.72
H 4.60 -2.96 0.86
H 3.22 -1.99 4.80
H 4.17 -4.09 5.65
H 5.54 -0.43 0.12
H 7.17 1.42 0.00
H 6.96 3.36 1.50
H 5.15 3.47 3.17
H 3.46 3.32 4.64
H 1.59 2.91 6.17
H 0.26 0.84 6.01
H 0.78 -0.83 4.27
C 0.92 3.61 -4.73
C 1.03 2.77 -3.46
As -0.16 1.22 -3.35
C 0.45 0.17 -4.90
C -0.58 -0.78 -5.50
C -1.84 1.98 -4.03
C -3.10 1.16 -3.82
H 1.62 4.45 -4.69
H -0.08 4.03 -4.85
H 1.16 3.04 -5.63
H 0.81 3.37 -2.58
H 2.05 2.39 -3.35
H 1.35 -0.37 -4.60
H 0.77 0.90 -5.64
H -0.87 -1.55 -4.78
H -0.16 -1.29 -6.37
H -1.47 -0.25 -5.84
H -1.66 2.15 -5.10
H -1.93 2.96 -3.57
H -3.02 0.17 -4.26
H -3.95 1.66 -4.30
H -3.33 1.06 -2.76
*
```


No. 2
Density functional theory data (ωB97M-V with the def2-TZVPD basis set) for a cluster of 12 separate species, C48H66N6O6 in total.

The calculation puts the total energy at -72069.1064 eV. As for the relative energy (zero: lowest compared OMol25 entry of this formula, charge and spin): 0.0 kcal/mol. As for the maximum force: 4.42 eV Å⁻¹.

The geometry in ORCA input format:
```
! wB97M-V def2-TZVPD RIJCOSX def2/J DEFGRID3
* xyz 0 1
C -1.30 -1.63 -4.96
C -0.90 -0.31 -5.07
C -1.74 0.71 -4.65
N -3.03 0.39 -4.28
C -3.46 -0.89 -4.25
C -2.56 -1.92 -4.46
H -0.69 -2.41 -5.39
H 0.11 -0.04 -5.36
H -1.45 1.74 -4.59
H -4.49 -1.07 -3.99
H -2.94 -2.92 -4.33
C -0.54 2.49 -1.02
C 0.43 2.94 -0.16
C 0.56 4.32 0.03
N -0.10 5.25 -0.69
C -0.98 4.80 -1.61
C -1.30 3.42 -1.76
H -0.64 1.43 -1.19
H 0.90 2.19 0.46
H 1.28 4.68 0.75
H -1.48 5.54 -2.20
H -2.03 3.10 -2.48
C 4.08 3.25 -0.20
C 5.16 4.15 -0.05
C 6.15 4.19 -1.03
N 5.97 3.55 -2.24
C 4.88 2.77 -2.39
C 3.93 2.53 -1.43
H 3.39 3.10 0.62
H 5.18 4.79 0.82
H 6.97 4.90 -1.00
H 4.64 2.30 -3.33
H 3.12 1.84 -1.62
C -4.20 -3.70 -1.60
C -3.26 -4.10 -0.64
C -2.89 -5.43 -0.61
N -3.44 -6.38 -1.40
C -4.34 -5.97 -2.34
C -4.75 -4.66 -2.48
H -4.51 -2.67 -1.73
H -2.89 -3.35 0.05
H -2.14 -5.77 0.09
H -4.77 -6.72 -2.99
H -5.34 -4.38 -3.33
C -0.55 -1.14 0.05
C 0.52 -0.76 0.91
C 1.76 -0.55 0.25
N 1.97 -0.79 -1.09
C 0.88 -1.14 -1.84
C -0.39 -1.42 -1.33
H -1.53 -1.25 0.49
H 0.35 -0.51 1.95
H 2.49 -0.09 0.91
H 1.03 -1.25 -2.90
H -1.25 -1.67 -1.94
C 4.72 4.27 3.61
C 4.49 2.87 3.50
C 3.23 2.44 3.19
N 2.20 3.26 3.10
C 2.38 4.59 3.31
C 3.64 5.16 3.56
H 5.69 4.72 3.80
H 5.24 2.12 3.71
H 2.98 1.40 3.00
H 1.43 5.11 3.24
H 3.89 6.21 3.61
C 5.77 -0.68 -0.22
C 5.94 -0.02 1.15
C 6.85 1.19 1.22
O 5.31 -0.39 2.15
H 6.62 -0.50 -0.88
H 4.92 -0.16 -0.67
H 5.41 -1.70 -0.15
H 6.67 1.80 2.10
H 6.77 1.81 0.33
H 7.84 0.74 1.25
C -2.48 -3.85 4.28
C -1.33 -3.52 3.38
C 0.04 -3.34 4.08
O -1.55 -3.35 2.18
H -2.92 -2.91 4.61
H -2.05 -4.36 5.14
H -3.24 -4.47 3.80
H 0.71 -2.60 3.63
H 0.59 -4.28 4.13
H -0.17 -3.00 5.10
C 4.27 -3.35 -2.92
C 3.33 -2.74 -3.98
C 3.84 -1.53 -4.77
O 2.15 -3.04 -4.01
H 4.81 -2.59 -2.36
H 4.99 -3.88 -3.54
H 3.82 -3.96 -2.14
H 4.84 -1.55 -5.21
H 3.93 -0.72 -4.05
H 3.06 -1.32 -5.50
C -6.46 -3.35 0.95
C -5.87 -1.99 1.23
C -4.88 -1.94 2.35
O -6.22 -0.96 0.57
H -5.74 -3.96 0.42
H -7.45 -3.26 0.49
H -6.56 -3.84 1.92
H -4.93 -0.94 2.77
H -3.85 -2.14 2.02
H -5.12 -2.67 3.13
C -3.81 0.90 -0.46
C -4.44 2.13 0.16
C -4.44 3.40 -0.59
O -4.91 2.05 1.28
H -2.76 1.10 -0.66
H -4.32 0.68 -1.40
H -3.75 0.02 0.18
H -5.18 4.07 -0.16
H -4.57 3.26 -1.66
H -3.51 3.93 -0.35
C -3.10 1.14 4.10
C -1.65 0.91 3.88
C -0.99 1.99 3.12
O -1.08 -0.02 4.35
H -3.43 0.35 4.77
H -3.68 0.87 3.22
H -3.44 2.12 4.42
H -0.91 1.78 2.05
H 0.06 2.07 3.42
H -1.52 2.92 3.31
*
```


No. 3
Density functional theory data (ωB97M-V with the def2-TZVPD basis set) for a structure of composition C48H69BrN6O2P2SY.

The calculation puts the total energy at -164434.5943 eV. As for the relative energy (zero: lowest compared OMol25 entry of this formula, charge and spin): 0.0 kcal/mol. As for the maximum force: 0.53 eV Å⁻¹.

The geometry in ORCA input format:
```
! wB97M-V def2-TZVPD RIJCOSX def2/J DEFGRID3
* xyz 1 1
Y 0.88 -1.41 0.30
C -4.79 -0.82 6.30
C -3.59 0.10 6.05
C -2.64 -0.01 7.24
C -4.08 1.55 5.95
C -2.92 -0.29 4.73
C -1.60 -0.71 4.66
C -1.06 -1.03 3.43
Br 0.74 -1.64 3.40
C -1.75 -0.93 2.22
O -1.11 -1.18 1.07
C -3.11 -0.56 2.29
C -3.63 -0.24 3.54
C -4.04 -0.63 1.07
C -3.45 0.03 -0.18
C -5.39 0.05 1.35
C -4.30 -2.11 0.78
H -5.29 -0.55 7.23
H -4.47 -1.86 6.37
H -5.53 -0.76 5.49
H -3.16 0.28 8.15
H -1.78 0.64 7.13
H -2.29 -1.03 7.38
H -4.57 1.85 6.88
H -4.80 1.69 5.14
H -3.25 2.23 5.77
H -0.99 -0.81 5.55
H -4.67 0.06 3.59
H -3.07 1.03 0.04
H -4.23 0.12 -0.94
H -2.63 -0.55 -0.59
H -5.27 1.09 1.66
H -5.97 -0.48 2.10
H -5.98 0.04 0.43
H -3.36 -2.65 0.63
H -4.92 -2.23 -0.12
H -4.83 -2.58 1.62
N 2.38 0.09 0.59
P 2.29 1.56 0.11
N 1.12 2.45 0.91
C 0.99 3.91 0.88
C -0.47 4.31 0.65
C -1.41 3.39 1.44
C -0.67 2.73 2.60
C 0.45 1.84 2.08
N 3.68 2.50 0.29
C 4.88 1.94 -0.35
C 5.86 3.08 -0.65
C 5.83 4.12 0.49
C 5.43 3.42 1.78
C 3.99 2.92 1.67
N 1.90 1.63 -1.54
C 1.58 2.94 -2.14
C 1.29 2.80 -3.63
C 2.53 2.32 -4.40
C 3.41 1.43 -3.51
C 2.56 0.70 -2.48
H 1.65 4.33 0.13
H 1.31 4.32 1.84
H -0.71 4.25 -0.42
H -0.60 5.35 0.94
H -1.80 2.60 0.79
H -2.28 3.94 1.81
H -1.34 2.11 3.20
H -0.28 3.50 3.27
H 0.01 0.89 1.78
H 1.18 1.62 2.87
H 4.62 1.41 -1.26
H 5.33 1.19 0.31
H 5.59 3.55 -1.60
H 6.86 2.67 -0.76
H 5.09 4.89 0.26
H 6.79 4.62 0.58
H 5.50 4.09 2.64
H 6.12 2.60 1.98
H 3.32 3.73 1.95
H 3.82 2.09 2.38
H 2.40 3.65 -1.99
H 0.70 3.34 -1.63
H 0.95 3.76 -4.01
H 0.47 2.10 -3.77
H 3.11 3.18 -4.75
H 2.22 1.78 -5.29
H 4.16 2.05 -3.00
H 3.96 0.70 -4.11
H 3.13 -0.03 -1.91
H 1.80 0.13 -3.02
O 0.75 -1.94 -1.83
P -0.16 -2.48 -2.92
C 0.79 -2.71 -4.41
C 0.18 -2.77 -5.66
C 0.95 -2.96 -6.80
C 2.33 -3.08 -6.69
C 2.94 -3.01 -5.45
C 2.18 -2.82 -4.30
C -1.48 -1.31 -3.24
C -1.23 0.04 -3.02
C -2.19 0.98 -3.34
C -3.41 0.58 -3.87
C -3.67 -0.77 -4.08
C -2.70 -1.72 -3.76
C -0.91 -4.02 -2.43
C -0.66 -5.22 -3.09
C -1.24 -6.40 -2.62
C -2.06 -6.37 -1.50
C -2.30 -5.17 -0.83
C -1.73 -4.00 -1.30
H -0.90 -2.67 -5.75
H 0.48 -3.01 -7.77
H 2.93 -3.22 -7.58
H 4.02 -3.10 -5.36
H 2.65 -2.76 -3.33
H -0.28 0.36 -2.60
H -2.00 2.03 -3.16
H -4.16 1.31 -4.12
H -4.62 -1.09 -4.48
H -2.91 -2.77 -3.91
H -0.02 -5.25 -3.96
H -1.05 -7.33 -3.13
H -2.50 -7.28 -1.13
H -2.94 -5.14 0.04
H -1.94 -3.06 -0.79
N 3.95 -1.59 2.11
C 3.85 -2.87 1.79
N 4.68 -3.75 2.35
S 2.70 -3.46 0.67
H 4.63 -1.29 2.79
H 3.31 -0.88 1.67
H 5.41 -3.47 2.99
H 4.58 -4.73 2.13
*
```